The following is a DFT calculation (ωB97M-V/def2-TZVPD) of a structure of composition C26H32ClMnO4 at a distorted geometry.

relative energy (zero: lowest compared OMol25 entry of this formula, charge and spin)	0.177	eV
frontier orbital gap (spin up / spin down)	0.18826 / 0.26118	hartree
highest occupied orbital energy (spin up / spin down)	-2.688 / -4.678	eV

The geometry in ORCA input format:
```
! wB97M-V def2-TZVPD RIJCOSX def2/J DEFGRID3
* xyz -1 6
O 0.34 2.44 -2.96
C -1.01 2.90 -3.25
C -1.00 2.27 -4.64
H -1.01 3.99 -3.16
H -1.75 2.46 -2.59
C 0.38 1.69 -4.19
H -0.84 2.94 -5.49
H -1.73 1.50 -4.84
C 1.47 2.14 -5.13
H 1.37 3.21 -5.31
H 1.32 1.59 -6.06
H 2.47 1.89 -4.72
C 0.34 0.16 -4.10
H -0.55 -0.22 -3.57
H 1.25 -0.26 -3.62
H 0.33 -0.21 -5.15
Mn -0.39 -1.04 0.57
C -1.92 -2.20 -0.33
C -2.43 -1.66 0.90
C -2.37 -0.22 0.82
H -2.87 -2.25 1.70
C -1.85 0.13 -0.48
C -1.59 -1.09 -1.20
H -1.35 -1.19 -2.25
H -1.85 -3.26 -0.58
H -2.74 0.48 1.57
H -1.80 1.14 -0.88
C 0.97 -2.72 0.83
C 0.79 -2.41 -0.56
C 1.22 -1.05 -0.77
H 0.50 -3.13 -1.32
C 1.65 -0.51 0.49
C 1.50 -1.56 1.48
H 1.82 -1.51 2.52
H 0.85 -3.72 1.24
H 1.31 -0.58 -1.74
H 2.14 0.45 0.65
O 0.75 2.73 -0.13
C 1.40 3.84 -0.85
C 1.42 5.12 -0.03
H 0.80 4.06 -1.74
H 2.40 3.55 -1.19
C 1.02 4.67 1.36
H 0.64 5.77 -0.43
H 2.37 5.66 -0.10
C 0.62 3.20 1.22
H 0.21 5.29 1.72
H 1.85 4.78 2.05
H -0.39 3.01 1.61
H 1.32 2.61 1.82
Cl 0.42 -7.31 5.08
C -0.05 -5.70 4.74
C 0.35 -4.66 5.59
C 0.00 -3.34 5.27
C -0.75 -3.07 4.13
C -1.12 -4.10 3.28
C -0.78 -5.42 3.58
C -1.20 -1.64 3.87
O -2.30 -1.31 4.36
O -0.40 -0.88 3.24
H 0.93 -4.86 6.48
H 0.30 -2.51 5.90
H -1.68 -3.85 2.38
H -1.07 -6.22 2.90
*
```



The following is a DFT calculation (ωB97M-V/def2-TZVPD) of an isolated molecule of C15H13BClNO3 at a distorted geometry.

relative energy (zero: lowest compared OMol25 entry of this formula, charge and spin)	0.677	eV
frontier orbital gap	0.32247	hartree
SMILES	O=C(/C=C/c1ccc(Cl)cc1)Nc1ccc(B(O)O)cc1
highest occupied orbital energy	-8.633	eV

The geometry in ORCA input format:
```
! wB97M-V def2-TZVPD RIJCOSX def2/J DEFGRID3
* xyz 0 1
O 0.71 -0.95 1.79
C 0.01 -0.24 1.09
C -1.45 -0.26 1.31
C -2.38 0.35 0.63
C -3.78 0.17 0.93
C -4.49 -0.58 0.00
C -5.82 -0.85 0.11
C -6.43 -0.40 1.25
Cl -8.12 -0.60 1.48
C -5.72 0.28 2.25
C -4.41 0.68 2.07
N 0.53 0.45 -0.03
C 1.89 0.31 -0.43
C 2.82 -0.46 0.19
C 4.14 -0.64 -0.20
C 4.54 0.05 -1.36
B 6.05 0.06 -1.78
O 6.48 1.03 -2.78
O 6.99 -0.85 -1.25
C 3.61 0.90 -1.98
C 2.33 1.07 -1.59
H -1.78 -0.92 2.10
H -2.04 0.88 -0.25
H -3.96 -0.98 -0.90
H -6.39 -1.40 -0.59
H -6.26 0.45 3.19
H -3.92 1.32 2.77
H -0.12 0.78 -0.76
H 2.52 -1.06 1.05
H 4.74 -1.34 0.34
H 7.41 1.21 -3.00
H 6.65 -1.49 -0.61
H 4.03 1.41 -2.83
H 1.62 1.63 -2.22
*
```



The following is a DFT calculation (ωB97M-V/def2-TZVPD) of an isolated molecule of C5H8 at a distorted geometry.

relative energy (zero: lowest compared OMol25 entry of this formula, charge and spin)	1.195	eV
frontier orbital gap (spin up / spin down)	0.21837 / 0.35576	hartree
highest occupied orbital energy (spin up / spin down)	-4.712 / -10.912	eV

The geometry in ORCA input format:
```
! wB97M-V def2-TZVPD RIJCOSX def2/J DEFGRID3
* xyz 0 3
C 1.23 0.36 0.19
C 0.00 0.24 -0.36
C 0.88 -0.26 1.46
C -0.66 -0.27 0.92
C -0.53 0.07 -1.73
H 2.22 0.84 -0.10
H 1.15 -1.29 1.66
H 1.15 0.32 2.31
H -1.35 0.41 1.42
H -0.99 -1.22 0.77
H -1.47 -0.22 -1.69
H 0.15 -0.53 -2.22
H -0.48 0.93 -2.32
*
```



The following is a DFT calculation (ωB97M-V/def2-TZVPD) of a cluster of 10 separate species, C80H152B2N8O24 in total at a distorted geometry.

relative energy (zero: lowest compared OMol25 entry of this formula, charge and spin)	3.272	eV
frontier orbital gap	0.27468	hartree
highest occupied orbital energy	-4.983	eV

The geometry in ORCA input format:
```
! wB97M-V def2-TZVPD RIJCOSX def2/J DEFGRID3
* xyz -2 1
O -11.13 7.23 -2.24
C -10.54 7.01 -3.27
O -9.36 6.48 -3.39
B -8.98 6.21 -4.79
O -10.04 6.82 -5.62
C -11.00 7.36 -4.73
O -12.03 7.90 -5.05
O -9.06 4.78 -4.99
C -7.94 4.22 -5.43
O -7.74 3.08 -5.71
C -6.98 5.37 -5.57
O -7.63 6.50 -5.11
O -5.85 5.16 -5.92
O -0.28 0.38 -2.52
C 0.53 0.01 -1.69
O 0.52 -0.97 -0.78
B 1.79 -1.00 -0.04
O 2.65 -0.01 -0.66
C 1.93 0.64 -1.51
O 2.35 1.41 -2.31
O 1.55 -0.68 1.37
C 1.80 -1.69 2.20
O 1.65 -1.68 3.43
C 2.39 -2.84 1.30
O 2.44 -2.34 0.04
O 2.66 -3.96 1.70
C -7.91 -9.03 3.81
C -8.13 -7.54 4.46
C -8.61 -7.66 5.93
C -7.62 -8.17 6.99
C -6.40 -7.16 6.97
C -5.83 -6.96 5.48
N -6.91 -6.76 4.48
O -6.44 -6.57 3.16
C -4.99 -5.67 5.47
C -4.85 -8.18 5.18
C -9.27 -6.70 3.73
H -7.64 -8.96 2.76
H -8.84 -9.58 3.91
H -7.06 -9.52 4.28
H -8.96 -6.72 6.34
H -9.45 -8.36 5.93
H -7.33 -9.18 6.69
H -8.04 -8.34 7.98
H -5.64 -7.33 7.73
H -6.68 -6.12 7.12
H -5.70 -4.89 5.70
H -4.16 -5.63 6.17
H -4.56 -5.42 4.50
H -4.01 -8.41 5.83
H -5.39 -9.13 5.22
H -4.39 -8.13 4.19
H -10.21 -7.12 4.07
H -9.20 -6.84 2.65
H -9.23 -5.62 3.90
H -6.39 -5.61 3.17
C 5.28 5.43 3.69
C 5.07 5.72 5.09
C 5.45 4.35 5.69
C 5.88 4.41 7.17
C 6.94 5.51 7.23
C 6.59 6.92 6.75
N 5.90 6.82 5.42
O 5.56 8.01 4.76
C 5.70 7.51 7.87
C 7.81 7.76 6.60
C 3.57 6.01 5.41
H 4.64 4.62 3.33
H 6.31 5.40 3.33
H 5.07 6.26 3.02
H 4.58 3.69 5.73
H 6.29 3.98 5.11
H 6.17 3.38 7.40
H 5.02 4.70 7.78
H 7.85 5.14 6.76
H 7.29 5.54 8.26
H 4.68 7.21 7.61
H 6.08 7.31 8.87
H 5.65 8.59 7.72
H 7.59 8.79 6.32
H 8.36 7.70 7.53
H 8.48 7.40 5.82
H 3.36 6.19 6.47
H 2.95 5.18 5.08
H 3.25 7.00 5.06
H 6.41 8.46 4.76
C 7.55 -4.85 -6.83
C 8.23 -4.63 -5.46
C 9.77 -4.88 -5.57
C 10.67 -4.04 -4.71
C 10.31 -2.59 -4.76
C 8.87 -2.42 -4.26
N 7.90 -3.23 -5.09
O 6.54 -2.95 -4.80
C 8.82 -2.71 -2.75
C 8.54 -0.89 -4.40
C 7.74 -5.67 -4.38
H 6.49 -4.59 -6.82
H 7.70 -5.81 -7.31
H 8.03 -4.13 -7.50
H 9.92 -5.88 -5.17
H 10.16 -4.97 -6.58
H 11.68 -4.38 -4.93
H 10.59 -4.36 -3.67
H 10.58 -2.27 -5.77
H 11.04 -2.16 -4.08
H 9.72 -2.33 -2.28
H 7.98 -2.12 -2.38
H 8.57 -3.71 -2.38
H 8.52 -0.61 -5.46
H 7.56 -0.66 -3.98
H 9.41 -0.33 -4.05
H 7.65 -6.60 -4.94
H 6.75 -5.43 -4.00
H 8.40 -5.78 -3.52
H 6.31 -3.47 -4.03
C 0.79 -3.80 12.52
C 1.41 -5.18 12.76
C 0.22 -6.10 13.43
C 0.45 -7.59 13.45
C 0.86 -8.00 12.01
C 2.07 -7.27 11.47
N 1.76 -5.84 11.48
O 2.74 -5.08 10.89
C 3.36 -7.68 12.17
C 2.18 -7.77 9.99
C 2.58 -4.98 13.88
H -0.07 -3.96 11.87
H 1.47 -3.08 12.07
H 0.53 -3.37 13.49
H -0.01 -5.73 14.43
H -0.75 -5.96 12.95
H -0.36 -8.24 13.79
H 1.19 -7.96 14.16
H 0.04 -7.84 11.31
H 1.00 -9.08 12.03
H 4.15 -7.02 11.81
H 3.31 -7.55 13.26
H 3.67 -8.72 12.11
H 1.54 -7.28 9.26
H 3.10 -7.42 9.51
H 1.95 -8.82 9.87
H 2.49 -5.83 14.56
H 2.62 -4.09 14.50
H 3.54 -4.91 13.35
H 2.28 -4.75 10.11
C 2.66 -0.38 -12.55
C 3.31 0.97 -12.35
C 3.12 1.61 -13.81
C 3.29 3.13 -13.73
C 2.55 3.73 -12.63
C 2.72 3.11 -11.25
N 2.50 1.64 -11.30
O 2.74 1.08 -10.07
C 4.09 3.49 -10.59
C 1.61 3.65 -10.32
C 4.76 0.76 -12.02
H 1.68 -0.22 -13.01
H 2.68 -1.02 -11.67
H 3.08 -0.90 -13.41
H 3.89 1.23 -14.49
H 2.21 1.45 -14.38
H 2.92 3.49 -14.69
H 4.36 3.32 -13.63
H 1.53 3.78 -13.00
H 2.85 4.78 -12.67
H 4.73 3.59 -11.47
H 4.01 4.46 -10.09
H 4.51 2.76 -9.91
H 1.67 3.38 -9.27
H 1.57 4.74 -10.29
H 0.66 3.23 -10.64
H 5.24 1.70 -12.30
H 5.20 0.01 -12.67
H 5.00 0.53 -10.99
H 3.69 1.03 -10.06
C 2.10 9.83 -3.94
C 0.92 10.36 -3.15
C 1.40 11.20 -1.95
C 1.87 12.57 -2.29
C 0.78 13.31 -2.97
C 0.19 12.56 -4.19
N -0.11 11.10 -3.92
O -0.56 10.43 -5.08
C -1.21 13.28 -4.48
C 1.12 12.76 -5.38
C 0.13 9.07 -2.64
H 2.76 10.61 -4.29
H 1.86 9.26 -4.84
H 2.72 9.08 -3.45
H 0.57 11.18 -1.24
H 2.23 10.63 -1.53
H 2.75 12.52 -2.93
H 2.13 13.20 -1.43
H 1.13 14.29 -3.31
H 0.08 13.47 -2.15
H -1.27 14.34 -4.28
H -1.56 13.02 -5.48
H -1.98 12.83 -3.85
H 1.23 13.78 -5.74
H 2.12 12.44 -5.10
H 0.80 12.08 -6.17
H 0.79 8.31 -2.21
H -0.31 8.61 -3.52
H -0.75 9.20 -2.01
H -1.47 10.24 -4.83
C -5.87 3.32 1.63
C -5.77 2.35 2.91
C -4.46 2.52 3.57
C -4.35 1.94 4.96
C -5.43 2.63 5.78
C -6.87 2.51 5.27
N -6.90 2.69 3.81
O -8.12 2.68 3.28
C -7.52 1.12 5.63
C -7.72 3.48 6.11
C -5.77 0.86 2.61
H -6.65 3.12 0.90
H -4.95 3.23 1.05
H -6.07 4.33 1.98
H -3.56 2.08 3.14
H -4.27 3.60 3.62
H -3.38 2.17 5.41
H -4.46 0.86 4.98
H -5.18 3.69 5.84
H -5.20 2.18 6.75
H -8.59 1.02 5.75
H -7.37 0.34 4.88
H -7.05 0.77 6.55
H -7.69 3.11 7.13
H -7.35 4.51 6.10
H -8.67 3.44 5.58
H -6.02 0.15 3.41
H -4.86 0.66 2.05
H -6.59 0.54 1.96
H -8.31 3.58 3.01
C -2.18 -6.76 -3.72
C -2.40 -6.57 -5.26
C -2.30 -7.96 -6.01
C -3.40 -8.90 -5.82
C -4.70 -8.23 -6.19
C -4.92 -6.80 -5.49
N -3.71 -5.95 -5.62
O -3.97 -4.81 -5.04
C -6.02 -6.16 -6.35
C -5.45 -7.11 -4.06
C -1.18 -5.80 -5.71
H -2.69 -7.60 -3.25
H -1.15 -6.82 -3.36
H -2.47 -5.83 -3.23
H -2.26 -7.78 -7.09
H -1.50 -8.63 -5.71
H -3.24 -9.63 -6.62
H -3.51 -9.23 -4.79
H -5.51 -8.87 -5.84
H -4.73 -8.15 -7.27
H -5.84 -5.93 -7.40
H -6.30 -5.24 -5.84
H -6.91 -6.78 -6.41
H -6.46 -7.52 -4.01
H -5.51 -6.19 -3.47
H -4.76 -7.81 -3.59
H -1.06 -4.79 -5.32
H -0.33 -6.25 -5.21
H -1.15 -5.62 -6.79
H -4.48 -5.12 -4.29
*
```



Number 1: molecular weight 498.93 Da. Number 2: molecular weight 301.54 Da. Number 3: molecular weight 68.12 Da. Number 4: molecular weight 1631.75 Da.